{"formula": "C32H30BF2I2N3O2RuS", "method": "ωB97M-V/def2-TZVPD", "orbital_gap_ev": [6.11, 5.77], "multiplicity": 2, "homo_energy_ev": [-3.88, -3.54], "charge": -1, "max_force_ev_per_a": 1.95, "e_tot_ev": -77967.3846, "e_lumo_ev": [2.2, 2.2], "elements": ["Ru", "I", "C", "C", "C", "I", "C", "O", "C", "C", "N", "C", "C", "C", "C", "C", "C", "N", "C", "H", "H", "H", "H", "H", "H", "H", "H", "H", "H", "H", "C", "C", "O", "S", "C", "C", "C", "C", "C", "C", "C", "C", "H", "H", "H", "H", "H", "H", "H", "F", "B", "F", "C", "N", "C", "C", "C", "C", "C", "C", "C", "C", "H", "H", "H", "H", "H", "H", "H", "H", "H", "H", "H", "H"], "xyz": [[0.0656, 1.2253, -0.0582], [3.5531, 0.4677, 6.0934], [3.1692, 0.4835, 4.0047], [4.2214, 0.5163, 3.1639], [4.0468, 0.4474, 1.7502], [5.8129, 0.4613, 0.5896], [2.8348, 0.2359, 1.1740], [2.5683, 0.0488, -0.1254], [1.6091, 0.1072, 2.0399], [0.8355, -1.1841, 1.6839], [-0.4946, -0.8362, 1.2315], [-1.1863, -1.6695, 0.2679], [-2.3510, -0.8663, -0.2589], [-3.5952, -1.4162, -0.4256], [-4.6712, -0.6118, -0.8168], [-4.4155, 0.7529, -1.0219], [-3.1467, 1.2322, -0.8493], [-2.0971, 0.4577, -0.4858], [1.7689, 0.4445, 3.5418], [5.2279, 0.5533, 3.5519], [0.8312, -1.8637, 2.5536], [1.3412, -1.6883, 0.8535], [-1.1038, -0.6101, 2.0139], [-1.5552, -2.6160, 0.7032], [-0.4854, -1.9108, -0.5443], [-3.7456, -2.4694, -0.2309], [-5.6585, -1.0244, -0.9326], [-5.2125, 1.4205, -1.3065], [-2.9229, 2.2838, -0.9916], [1.1376, -0.1795, 4.1840], [-2.1028, 5.1425, 7.1164], [-1.1362, 6.0275, 7.8557], [-1.3463, 6.5157, 8.9409], [0.4211, 6.3484, 7.0356], [0.5608, 5.0096, 5.8708], [0.6318, 5.2568, 4.5000], [0.7873, 4.2152, 3.6133], [0.8596, 2.8901, 4.0743], [0.7568, 2.6619, 5.4569], [0.6360, 3.7012, 6.3449], [1.0925, 1.7823, 3.1992], [0.8532, 1.4680, 1.8960], [-3.1122, 5.4104, 7.4260], [-1.9242, 4.0973, 7.3730], [-1.9973, 5.2533, 6.0396], [0.5841, 6.2781, 4.1512], [0.8691, 4.3977, 2.5515], [0.7660, 1.6461, 5.8273], [0.6105, 3.5105, 7.4077], [3.8220, 1.1360, -1.8695], [2.6198, 1.1343, -1.1934], [2.4607, 2.3760, -0.5322], [2.3234, 3.5978, -3.3817], [0.8864, 3.7773, -3.3913], [0.3258, 3.5271, -4.6986], [0.1908, 3.0563, -2.3309], [0.2264, 1.5418, -2.5283], [-0.7820, 0.9885, -3.3325], [-0.7118, -0.3093, -3.8013], [0.3879, -1.0892, -3.4844], [1.3753, -0.5714, -2.6649], [1.3417, 0.7389, -2.1717], [2.7634, 4.2874, -4.1026], [2.6348, 2.5771, -3.6375], [2.7086, 3.8367, -2.3948], [0.8551, 4.1378, -5.4274], [-0.7238, 3.8191, -4.6991], [0.3989, 2.4751, -5.0114], [-0.8505, 3.4056, -2.3451], [0.6399, 3.3731, -1.3747], [-1.6263, 1.6081, -3.6095], [-1.5040, -0.7032, -4.4243], [0.4807, -2.0926, -3.8791], [2.2388, -1.1736, -2.4187]], "atomic_forces_ev_per_a": [[0.4, 0.0, 0.8], [0.0, -0.1, -0.3], [1.1, 0.0, 0.1], [-0.5, -0.1, 1.4], [-0.4, -0.3, -1.7], [-0.3, 0.1, 0.3], [0.8, -0.2, 0.1], [0.6, 0.1, 0.4], [0.0, 0.0, 0.0], [0.4, 0.0, 0.0], [-0.1, 0.3, -0.4], [0.2, -0.1, 0.3], [0.9, 1.4, -0.2], [-1.2, 0.1, -0.3], [1.1, 0.5, 0.1], [-0.9, -1.1, 0.0], [1.4, -0.4, 0.2], [-1.3, -0.3, 0.5], [-0.3, 0.6, 0.2], [0.1, 0.1, 0.0], [0.0, 0.1, -0.1], [-0.1, 0.0, 0.1], [0.1, 0.2, -0.2], [0.0, 0.1, -0.2], [-0.1, 0.1, 0.1], [0.0, -0.1, 0.0], [-0.2, 0.0, 0.0], [-0.1, 0.1, 0.0], [0.1, -0.1, 0.0], [0.1, -0.2, 0.0], [-0.4, 0.1, 0.1], [0.2, -0.1, 0.1], [-0.1, 0.0, -0.4], [0.2, 0.0, 0.1], [-0.1, 0.1, 0.1], [-0.1, 0.2, 0.4], [0.0, -0.5, 0.0], [-0.2, 0.7, 0.5], [-0.1, -0.1, -0.4], [0.0, 0.4, 0.0], [0.4, -1.0, -0.7], [-1.5, -0.7, -1.0], [0.0, 0.0, 0.1], [0.0, 0.0, 0.0], [0.0, -0.1, 0.0], [0.0, 0.1, -0.1], [0.0, 0.0, -0.1], [0.1, 0.0, 0.0], [0.0, 0.0, 0.1], [0.3, -0.2, -0.3], [-0.6, -0.1, 0.0], [-0.1, 0.1, 0.1], [0.0, 0.0, 0.0], [0.0, 0.4, -0.1], [0.1, 0.0, 0.1], [0.1, -0.1, 0.1], [0.1, 0.3, 0.1], [-0.1, -0.3, 0.0], [-0.4, 0.4, 0.0], [0.5, -0.1, 0.3], [-0.2, -0.4, -0.4], [0.0, 0.5, 0.7], [0.1, 0.0, -0.1], [0.1, 0.0, 0.0], [0.1, -0.1, 0.0], [0.0, 0.1, -0.1], [-0.2, 0.0, -0.1], [0.0, 0.0, -0.1], [0.1, -0.1, 0.0], [-0.1, -0.2, -0.2], [-0.1, 0.0, 0.0], [-0.1, 0.0, -0.1], [0.0, -0.1, 0.0], [0.1, -0.1, 0.0]]}